{"formula": "C6H9NO", "method": "the ωB97M-V functional and the def2-TZVPD basis", "e_above_lowest_kj_mol": 113.7, "smiles": "C=Cc1ccc[nH]1.O", "orbital_gap_ha": 0.3241, "homo_energy_ev": -8.0, "symbols": ["O", "N", "C", "C", "C", "C", "C", "C", "H", "H", "H", "H", "H", "H", "H", "H", "H"], "xyz": [[0.57333, -1.88627, 1.70267], [0.07771, 0.07358, -1.43288], [-1.61696, 0.16753, -0.05784], [-0.89284, -0.74035, -1.96609], [-2.02098, -0.58425, -1.21045], [-0.31930, 0.56604, -0.19474], [0.59975, 1.12816, 0.77951], [1.87276, 1.44775, 0.55515], [0.53243, -1.73654, 2.63613], [2.54744, 1.25749, -0.26710], [1.03287, -1.09944, 1.39874], [-2.98530, -1.06013, -1.22491], [0.10014, 1.32572, 1.71665], [-0.63086, -1.31948, -2.83437], [2.41083, 1.84810, 1.41327], [1.00310, 0.26375, -1.78656], [-2.28413, 0.34834, 0.77282]], "forces_ev_per_angstrom": [[0.1, -0.1, -0.5], [0.6, -0.1, 1.0], [-1.0, 0.0, -0.1], [0.4, 0.9, -0.5], [0.5, -0.2, 1.4], [0.0, -0.6, -0.9], [-0.6, 0.3, -1.4], [0.7, 0.1, 1.7], [-0.2, -0.1, 0.9], [-0.6, -0.1, -0.5], [0.1, 0.1, -0.3], [0.1, -0.2, -0.6], [0.3, 0.2, 0.3], [-0.4, 0.1, -0.2], [0.0, 0.1, -0.2], [-0.2, -0.4, -0.2], [0.2, 0.1, 0.1]], "mulliken_charge": [-0.6339, -0.0374, -0.1403, -0.4025, -0.6052, 0.2821, -0.5497, -0.8000, 0.3054, 0.2411, 0.3527, 0.3644, 0.3779, 0.4032, 0.2648, 0.1924, 0.3850]}